C29H29MnN7OS | ωB97M-V with the def2-TZVPD basis set

Each line ends with the Mulliken spin population.
Positions of all 68 atoms, in Å:
Mn (0.524, -0.184, 0.417)  3.943
C (-1.435, 2.736, 4.734)  0.001
C (-1.018, 1.343, 5.202)  -0.001
N (0.339, 1.043, 4.812)  0.010
C (0.671, 0.390, 3.695)  -0.003
S (-0.551, -0.510, 2.853)  0.134
N (1.937, 0.395, 3.322)  0.001
N (2.226, -0.129, 2.143)  0.041
C (3.450, -0.246, 1.733)  -0.015
C (4.651, 0.102, 2.561)  0.001
C (3.621, -0.756, 0.384)  0.027
C (4.873, -1.173, -0.082)  0.001
C (4.995, -1.693, -1.353)  0.003
C (3.858, -1.766, -2.149)  -0.006
C (2.656, -1.315, -1.633)  0.027
N (2.522, -0.833, -0.399)  -0.023
H (-2.485, 2.895, 4.958)  0.000
H (-1.289, 2.817, 3.659)  0.000
H (-0.858, 3.515, 5.228)  0.000
H (-1.661, 0.590, 4.743)  0.001
H (-1.100, 1.277, 6.288)  0.000
H (1.076, 1.537, 5.294)  -0.001
H (4.324, 0.595, 3.472)  0.000
H (5.319, 0.758, 2.002)  0.001
H (5.212, -0.793, 2.826)  0.000
H (5.727, -1.107, 0.569)  0.000
H (5.952, -2.040, -1.715)  0.000
H (3.905, -2.165, -3.147)  -0.001
H (1.755, -1.333, -2.235)  0.005
N (-7.028, -1.787, -6.232)  0.000
C (-6.168, -1.770, -5.476)  0.000
C (-5.111, -1.716, -4.532)  0.000
C (-3.781, -1.714, -4.953)  0.000
C (-2.759, -1.577, -4.030)  -0.001
C (-3.047, -1.417, -2.677)  -0.018
C (-4.377, -1.488, -2.258)  -0.002
C (-5.402, -1.643, -3.169)  0.000
C (-2.014, -1.103, -1.664)  0.085
C (-2.083, 0.175, -1.096)  -0.007
C (-3.079, 1.167, -1.300)  0.027
C (-2.852, 2.162, -0.374)  0.000
C (-1.706, 1.782, 0.335)  0.039
N (-1.223, 0.616, -0.102)  -0.159
C (-1.132, -2.084, -1.196)  0.028
C (-1.143, -3.465, -1.506)  0.030
C (-0.272, -4.086, -0.631)  0.007
C (0.268, -3.076, 0.173)  0.034
N (-0.217, -1.873, -0.162)  -0.220
H (-3.563, -1.811, -6.007)  0.000
H (-1.735, -1.564, -4.375)  0.000
H (-4.599, -1.418, -1.205)  0.000
H (-6.428, -1.695, -2.836)  0.000
H (-3.868, 1.127, -2.027)  0.001
H (-3.435, 3.050, -0.216)  0.001
H (-1.236, 2.324, 1.142)  0.008
H (-1.740, -3.922, -2.270)  0.002
H (-0.055, -5.135, -0.564)  0.000
H (0.970, -3.167, 0.989)  0.005
C (2.293, 2.788, -1.217)  0.003
C (1.703, 2.611, 0.148)  0.000
C (1.773, 3.735, 1.133)  0.004
O (1.181, 1.546, 0.470)  -0.015
H (2.223, 3.821, -1.542)  0.001
H (1.792, 2.134, -1.933)  0.001
H (3.349, 2.513, -1.201)  0.001
H (2.391, 4.554, 0.782)  0.001
H (2.148, 3.353, 2.084)  0.000
H (0.764, 4.105, 1.313)  0.001

Forces on the atoms, in the same order (eV/Å):
Mn -0.416 -1.733 1.074
C -0.016 -0.262 0.126
C -0.336 0.213 0.009
N 0.421 0.105 0.151
C -0.784 -0.966 -0.802
S 0.209 0.264 -0.736
N 1.349 0.837 0.749
N -0.376 -0.410 -1.008
C -0.348 0.279 1.054
C -0.218 0.000 -0.039
C -0.086 -0.242 -0.374
C -0.260 0.097 0.108
C -0.339 0.060 -0.007
C 0.025 0.051 0.057
C -0.028 -0.132 -0.321
N -0.088 0.180 0.216
H -0.128 0.106 -0.002
H -0.029 0.037 -0.144
H 0.068 0.060 0.020
H 0.047 0.107 0.265
H 0.005 -0.116 -0.020
H 0.141 -0.082 -0.150
H 0.041 -0.011 0.002
H 0.087 0.068 0.020
H 0.053 -0.053 0.080
H 0.086 0.013 0.068
H 0.050 -0.022 -0.044
H -0.060 -0.021 -0.158
H -0.013 -0.118 0.012
N -0.268 -0.026 -0.251
C -0.230 -0.082 -0.246
C 0.660 0.019 0.612
C -0.208 -0.028 -0.028
C 0.094 0.029 0.134
C -0.320 -0.204 -0.243
C 0.095 -0.052 0.023
C 0.009 -0.005 -0.188
C 0.235 0.209 0.441
C -0.070 -0.044 -0.408
C 0.229 -0.180 0.131
C 0.071 -0.101 -0.076
C 0.092 0.217 0.066
N 0.079 -0.025 -0.053
C -0.110 0.094 -0.408
C 0.140 0.353 0.226
C 0.025 0.129 -0.033
C 0.176 0.087 0.176
N -0.057 -0.264 -0.191
H 0.050 0.032 -0.010
H 0.110 0.044 0.011
H -0.053 0.051 0.123
H -0.047 0.030 0.018
H -0.133 -0.052 -0.077
H -0.019 0.097 0.040
H 0.072 -0.114 0.023
H -0.209 -0.095 -0.104
H 0.046 -0.120 0.045
H 0.032 -0.026 -0.038
C -0.365 -0.216 -0.069
C 0.295 0.081 -0.208
C 0.034 -0.286 0.014
O 0.431 2.064 0.147
H 0.017 0.101 0.002
H 0.036 0.014 0.060
H 0.099 0.003 0.158
H 0.040 0.018 -0.055
H -0.026 -0.070 0.041
H -0.108 0.009 -0.014

HOMO level (spin up / spin down) in Eh: -0.37727 / -0.37688
Total charge: +1
Frontier orbital gap (spin up / spin down) in hartree: 0.22906 / 0.22564
Energy above the lowest of the compared OMol25 structures with the same formula, charge and spin in kJ/mol: 104.6
LUMO (spin up / spin down) in eV: -4.03 / -4.12
Spin multiplicity: 5

C4H5HoO3 | ωB97M-V with the def2-TZVPD basis set

Each line ends with the Mulliken spin population.
Positions of all 13 atoms, in Å:
O (-0.556, 0.599, -0.912)  0.143
C (-0.456, -0.675, -0.904)  0.063
C (0.560, -1.338, -0.186)  0.431
C (0.892, -2.586, -0.599)  0.274
H (-1.073, -1.217, -1.631)  0.008
H (1.081, -0.818, 0.617)  0.037
H (0.538, -2.975, -1.556)  0.018
H (1.601, -3.194, -0.037)  0.022
O (-1.768, 2.627, 0.312)  0.005
C (-0.645, 2.596, 0.664)  -0.001
O (0.148, 2.518, 1.536)  -0.001
Ho (1.243, 3.385, 3.470)  3.000
H (-1.565, 1.078, -0.774)  0.001

Forces on the atoms, in the same order (eV/Å):
O -2.176 -0.393 2.382
C -2.036 2.516 -2.759
C 0.737 2.645 1.753
C 1.539 -3.729 -1.070
H -0.649 -0.306 0.430
H 0.081 -0.170 -0.038
H -0.029 -0.256 -0.109
H -0.034 -0.322 0.124
O 3.089 -0.249 -1.407
C -4.790 0.555 2.696
O 1.536 0.144 -1.281
Ho 0.496 0.768 0.988
H 2.236 -1.201 -1.708

HOMO level (spin up / spin down) in Eh: -0.96925 / -0.88573
Total charge: +4
Frontier orbital gap (spin up / spin down) in hartree: 0.28520 / 0.09085
LUMO (spin up / spin down) in eV: -18.61 / -21.63
Spin multiplicity: 5

CH4N2O2 | ωB97M-V with the def2-TZVPD basis set

Each line ends with the natural charge from an NBO analysis.
Positions of all 9 atoms, in Å:
N (-1.660, 0.269, 0.331)  -0.670
N (-0.592, -0.466, -0.299)  -0.226
O (0.665, -0.386, 0.427)  -0.394
C (1.594, 0.196, -0.332)  0.618
O (2.686, 0.233, 0.150)  -0.549
H (-1.748, 0.030, 1.347)  0.360
H (-1.475, 1.281, 0.062)  0.371
H (-0.877, -1.521, -0.323)  0.357
H (1.407, 0.364, -1.362)  0.133

Forces on the atoms, in the same order (eV/Å):
N 1.679 0.048 -0.552
N -1.869 -1.478 -0.115
O -2.159 -0.136 -0.115
C 1.957 -1.654 1.483
O 0.659 0.954 -0.235
H 0.312 0.885 -1.172
H -0.535 -1.795 1.203
H 0.893 2.575 0.525
H -0.936 0.602 -1.023

HOMO level in Eh: -0.37933
Frontier orbital gap in hartree: 0.41171
Energy above the lowest of the compared OMol25 structures with the same formula, charge and spin in kJ/mol: 233.8
LUMO in eV: 0.88

C5H20O5 | ωB97M-V with the def2-TZVPD basis set

Each line ends with the natural charge from an NBO analysis.
Positions of all 30 atoms, in Å:
C (-2.406, -0.485, -2.943)  -0.253
O (-3.327, 0.319, -2.265)  -0.713
H (-2.078, -0.131, -3.920)  0.164
H (-1.511, -0.723, -2.368)  0.176
H (-2.895, -1.456, -3.032)  0.162
H (-4.060, 0.412, -2.877)  0.465
C (3.019, -0.529, -2.051)  -0.253
O (3.523, -1.342, -1.012)  -0.707
H (2.054, -0.068, -1.840)  0.155
H (3.681, 0.287, -2.340)  0.159
H (3.000, -1.146, -2.949)  0.183
H (3.706, -0.709, -0.313)  0.463
C (2.996, 3.243, 1.834)  -0.256
O (2.266, 2.091, 1.325)  -0.728
H (3.667, 3.619, 1.062)  0.166
H (2.297, 4.069, 1.961)  0.168
H (3.460, 2.871, 2.748)  0.195
H (1.715, 2.539, 0.678)  0.458
C (-3.349, -1.646, 2.498)  -0.227
O (-2.216, -2.117, 3.037)  -0.732
H (-3.379, -0.569, 2.662)  0.146
H (-3.320, -1.839, 1.425)  0.143
H (-4.275, -2.016, 2.940)  0.173
H (-1.477, -1.648, 2.645)  0.491
C (-0.436, -0.433, 0.257)  -0.271
O (0.023, -0.673, 1.616)  -0.744
H (0.083, 0.428, -0.163)  0.168
H (-0.220, -1.365, -0.265)  0.173
H (-1.518, -0.385, 0.129)  0.198
H (0.976, -0.600, 1.521)  0.480

Forces on the atoms, in the same order (eV/Å):
C 0.127 -1.650 -0.057
O 0.140 0.937 0.154
H -0.170 0.254 -0.057
H -0.062 0.617 0.363
H 0.221 -0.368 -0.623
H -0.223 0.197 0.219
C 0.327 -0.084 -1.058
O -0.143 0.636 0.156
H -0.258 -0.312 0.057
H 0.350 0.181 0.334
H -0.513 -0.089 0.085
H 0.205 -0.276 0.464
C -0.585 -0.764 -0.479
O 0.240 1.025 -0.148
H 0.645 -0.314 0.260
H -0.048 -0.041 0.762
H 0.197 0.664 -0.133
H -0.447 -0.662 -0.317
C -1.521 1.719 -1.275
O 2.093 -1.703 1.803
H -0.395 0.458 -0.303
H -0.704 0.064 -0.357
H 0.280 -0.543 0.095
H 0.381 0.032 0.022
C 0.361 -1.325 0.344
O -0.836 0.609 -0.764
H -0.246 -0.039 -0.176
H 0.469 0.192 -0.641
H -0.032 0.642 0.799
H 0.147 -0.059 0.472

HOMO level in Eh: -0.34797
Frontier orbital gap in hartree: 0.36398
Energy above the lowest of the compared OMol25 structures with the same formula, charge and spin in kJ/mol: 254.2
LUMO in eV: 0.44